--- P ---
A structure of composition C27H34AsClN6NaO9, computed with the ωB97M-V functional and the def2-TZVPD basis.

Results
Total charge: -1
LUMO level (eV): 2.04
Multiplicity: 1

Each line ends with the Löwdin charge.
Element x y z (Å)
Na  -0.63  1.17  -0.55  0.1761
C  2.21  4.74  0.64  -0.0403
C  1.12  4.07  0.06  -0.1056
N  0.50  3.06  0.63  0.1274
C  0.92  2.67  1.86  -0.1482
C  2.01  3.27  2.50  -0.1497
C  2.66  4.33  1.86  -0.0154
C  2.45  2.77  3.78  -0.0340
C  1.83  1.73  4.37  -0.0251
C  0.68  1.12  3.76  -0.1534
C  0.00  0.05  4.36  -0.0037
C  -1.08  -0.49  3.73  -0.0432
C  -1.46  0.03  2.48  -0.1148
N  -0.83  1.02  1.88  0.1223
C  0.22  1.57  2.51  -0.1523
H  2.68  5.56  0.10  0.1049
H  0.76  4.37  -0.92  0.0822
H  3.52  4.80  2.33  0.1160
H  3.31  3.24  4.24  0.1165
H  2.18  1.33  5.31  0.1212
H  0.36  -0.35  5.30  0.1229
H  -1.62  -1.33  4.15  0.1048
H  -2.29  -0.40  1.93  0.1001
O  5.01  0.64  2.88  0.0948
C  5.02  0.10  1.65  -0.4825
O  6.00  -0.47  1.25  0.1153
C  3.82  0.35  0.80  -0.0726
C  3.74  1.20  -0.28  -0.0110
N  2.49  1.07  -0.77  0.0220
N  1.75  0.21  -0.07  0.1114
C  2.54  -0.24  0.90  -0.1377
C  2.11  -1.17  2.01  -0.5921
O  2.82  -1.11  3.03  0.0154
O  1.08  -1.87  1.83  -0.0219
H  4.08  0.74  3.16  0.0738
H  4.47  1.85  -0.74  0.1323
H  2.06  1.58  -1.54  0.0985
O  -0.30  4.46  -2.86  -0.3469
Cl  -0.29  3.07  -3.25  0.6607
O  -0.46  2.95  -4.66  -0.3234
O  0.98  2.47  -2.86  -0.3998
O  -1.35  2.37  -2.56  -0.3809
C  -1.49  -3.89  1.80  -0.0839
C  -0.70  -3.96  0.50  -0.3116
O  -0.46  -2.67  -0.05  -0.1892
H  -1.67  -4.89  2.19  0.0714
H  -2.45  -3.39  1.65  0.0625
H  -0.91  -3.33  2.54  0.0583
H  -1.25  -4.53  -0.26  0.0991
H  0.25  -4.47  0.67  0.1161
H  0.16  -2.20  0.59  0.0393
C  0.36  -0.35  -4.71  -0.3289
As  0.03  -0.98  -2.87  1.1064
C  1.71  -1.96  -2.64  -0.3209
C  -1.08  -2.53  -3.36  -0.3281
H  0.69  -1.17  -5.35  0.0165
H  1.11  0.43  -4.68  0.0093
H  -0.56  0.08  -5.11  0.0189
H  1.90  -2.62  -3.48  0.0194
H  1.65  -2.53  -1.72  0.0087
H  2.53  -1.24  -2.55  0.0100
H  -0.63  -3.09  -4.18  0.0200
H  -2.07  -2.18  -3.66  0.0173
H  -1.17  -3.17  -2.49  -0.0049
C  -4.22  -3.29  -1.28  -0.0194
C  -3.99  -1.82  -1.12  -0.3140
C  -4.82  -0.73  -1.34  0.0042
C  -4.01  0.39  -1.05  -0.3426
N  -2.80  0.01  -0.68  0.0660
N  -2.81  -1.33  -0.73  0.0420
C  -4.37  1.84  -1.16  -0.0306
H  -5.29  -3.51  -1.23  0.0761
H  -3.71  -3.85  -0.50  0.0646
H  -3.85  -3.64  -2.24  0.0725
H  -5.84  -0.75  -1.66  0.0995
H  -1.94  -1.84  -0.48  0.0953
H  -5.45  1.97  -1.21  0.0706
H  -3.91  2.28  -2.05  0.0674
H  -3.99  2.39  -0.30  0.0788

=====

--- Q ---
A structure of composition C27H34AsClN6NaO9, computed with the ωB97M-V functional and the def2-TZVPD basis.

Results
Total charge: -1
LUMO level (eV): 2.03
Multiplicity: 1

Each line ends with the Löwdin charge.
Element x y z (Å)
Na  0.48  0.01  0.39  0.1035
C  -2.45  3.27  1.80  -0.0315
C  -1.68  2.38  1.04  -0.0939
N  -1.65  1.09  1.25  0.1522
C  -2.38  0.58  2.25  -0.1347
C  -3.18  1.37  3.09  -0.1485
C  -3.20  2.76  2.83  -0.0182
C  -3.91  0.77  4.16  -0.0341
C  -3.84  -0.55  4.39  -0.0343
C  -3.04  -1.40  3.55  -0.1489
C  -2.91  -2.78  3.78  -0.0206
C  -2.12  -3.53  2.96  -0.0414
C  -1.47  -2.89  1.89  -0.1429
N  -1.58  -1.61  1.64  0.1434
C  -2.33  -0.86  2.47  -0.1460
H  -2.45  4.32  1.58  0.1061
H  -1.05  2.76  0.23  0.1148
H  -3.81  3.40  3.46  0.1121
H  -4.51  1.41  4.80  0.1085
H  -4.38  -1.01  5.21  0.1080
H  -3.43  -3.23  4.62  0.1113
H  -1.98  -4.59  3.12  0.1035
H  -0.82  -3.45  1.23  0.0832
O  -2.64  3.80  -3.18  0.0938
C  -3.60  2.92  -3.05  -0.5295
O  -4.77  3.19  -3.27  0.0540
C  -3.23  1.56  -2.57  -0.0631
C  -4.17  0.57  -2.39  -0.0247
N  -3.50  -0.51  -1.96  0.0029
N  -2.18  -0.31  -1.84  0.1102
C  -1.99  0.95  -2.21  -0.1411
C  -0.60  1.53  -2.14  -0.5756
O  -0.46  2.69  -2.61  -0.0034
O  0.27  0.85  -1.58  -0.0398
H  -1.72  3.38  -2.95  0.0469
H  -5.23  0.60  -2.53  0.1279
H  -3.88  -1.41  -1.71  0.1472
O  1.48  -2.84  2.77  -0.3337
Cl  1.87  -1.48  2.52  0.6807
O  3.05  -1.15  3.26  -0.3304
O  2.14  -1.32  1.09  -0.4250
O  0.79  -0.58  2.85  -0.3264
C  3.30  2.35  2.71  -0.0743
C  1.88  2.67  2.28  -0.3033
O  1.47  1.91  1.16  -0.1361
H  3.57  2.94  3.59  0.0705
H  4.00  2.57  1.91  0.0705
H  3.38  1.29  2.97  0.0558
H  1.79  3.74  2.05  0.1063
H  1.18  2.45  3.08  0.1117
H  2.20  1.84  0.51  0.0434
C  0.75  -1.94  -3.22  -0.3088
As  0.25  -2.46  -1.40  1.1215
C  1.62  -3.85  -1.14  -0.3210
C  -1.20  -3.68  -1.94  -0.3278
H  0.95  -2.81  -3.85  0.0207
H  1.63  -1.29  -3.18  0.0033
H  -0.06  -1.36  -3.64  0.0135
H  1.63  -4.58  -1.96  0.0150
H  1.44  -4.36  -0.19  0.0142
H  2.60  -3.37  -1.07  -0.0048
H  -0.82  -4.52  -2.53  0.0138
H  -1.91  -3.11  -2.55  -0.0015
H  -1.73  -4.06  -1.07  0.0002
C  4.76  -1.72  -2.48  -0.0264
C  4.24  -0.37  -2.14  -0.3159
C  4.05  0.75  -2.91  0.0029
C  3.50  1.72  -2.05  -0.3410
N  3.37  1.22  -0.83  0.0811
N  3.82  -0.04  -0.90  0.0555
C  3.02  3.10  -2.37  -0.0216
H  5.51  -1.65  -3.27  0.0760
H  3.96  -2.38  -2.84  0.0615
H  5.23  -2.20  -1.62  0.0810
H  4.28  0.86  -3.96  0.1039
H  3.69  -0.64  -0.09  0.1286
H  3.56  3.51  -3.22  0.0717
H  3.16  3.76  -1.51  0.0765
H  1.96  3.06  -2.61  0.0607

=====

Least stable = Q